Below is a structure of composition C5H6BiCl2O4RuS, with properties calculated with wB97M-V/def2-TZVPD.

Summary:
Frontier orbital gap (spin up / spin down), eV: 5.746 / 6.134
Molar mass, g mol⁻¹: 543.12
Electronic energy, eV: -57715.6595
HOMO (spin up / spin down), eV: -25.2 / -26.3
Spin multiplicity: 6
Net charge: +4

Geometry as XYZ:
```
20
C5H6BiCl2O4RuS | the OMol25 dataset | wB97M-V/def2-TZVPD
Bi 1.0257 -1.6603 -2.3508
Ru -0.5993 -0.1911 -0.6386
Cl 2.0888 -0.1426 -0.2447
Cl -1.2098 -2.7063 -0.8933
C -2.4062 0.0668 -0.8477
C 2.9043 -0.8143 -3.7826
C 0.3233 -2.9626 -4.3738
O -3.5932 0.1292 -0.9095
O 3.7103 -0.4519 -4.4672
O 0.0418 -3.5044 -5.3066
C 0.8705 1.8297 2.9177
S 0.1021 1.1256 1.4631
C -1.3169 0.3468 2.2508
O -0.1324 2.2631 0.4724
H 1.0790 1.0573 3.6803
H 0.0774 2.5373 3.2431
H 1.7454 2.4149 2.5562
H -2.0821 1.1308 2.2790
H -1.6444 -0.5519 1.6840
H -0.9845 0.0841 3.2680
```



Below is a cluster of 6 separate species, C12H18N6 in total, with properties calculated with wB97M-V/def2-TZVPD.

Summary:
Frontier orbital gap, eV: 11.336
Molar mass, g mol⁻¹: 246.32
Electronic energy, eV: -21674.7987
SMILES string: CC#N.CC#N.CC#N.CC#N.CC#N.CC#N
HOMO, eV: -11.2
Net charge: 0

Geometry as XYZ:
```
36
C12H18N6 | the OMol25 dataset | wB97M-V/def2-TZVPD
C -2.9479 2.3654 0.6585
C -2.4022 1.1225 1.1843
N -1.9225 0.1490 1.5577
H -3.6876 2.7743 1.3403
H -3.3694 2.1894 -0.3262
H -2.1160 3.0700 0.5764
C 0.4877 -0.9058 -5.1002
C 0.6383 -1.4250 -3.7346
N 0.7438 -1.8300 -2.6670
H -0.2796 -0.1365 -5.1099
H 0.1519 -1.7222 -5.7409
H 1.4403 -0.5371 -5.4662
C -1.8016 -2.9240 0.4136
C -3.1804 -2.9408 0.9004
N -4.2605 -2.9511 1.2933
H -1.7341 -2.2676 -0.4532
H -1.4799 -3.9201 0.1239
H -1.1803 -2.5189 1.2101
C 3.2515 -3.3977 -0.3151
C 2.1248 -4.2902 -0.0931
N 1.2056 -4.9587 0.0415
H 2.8482 -2.4513 -0.6765
H 3.9441 -3.8046 -1.0455
H 3.7731 -3.2147 0.6228
C 1.1486 -0.1146 0.3405
C 0.8571 1.2983 0.4554
N 0.5790 2.4015 0.5949
H 2.0275 -0.3681 0.9296
H 1.2856 -0.3828 -0.7072
H 0.2996 -0.6926 0.7017
C 0.1854 5.1417 3.0612
C 1.4303 5.8822 3.1148
N 2.4164 6.4723 3.1735
H -0.4762 5.5811 2.3132
H -0.3231 5.2126 4.0233
H 0.3224 4.0941 2.8047
```



Below is a structure of composition C9H7N2O4Tc, with properties calculated with wB97M-V/def2-TZVPD.

Summary:
Frontier orbital gap (spin up / spin down), eV: 5.943 / 7.295
Molar mass, g mol⁻¹: 305.16
Electronic energy, eV: -22781.6513
HOMO (spin up / spin down), eV: -22.3 / -22.4
Spin multiplicity: 4
Net charge: +3

Geometry as XYZ:
```
23
C9H7N2O4Tc | the OMol25 dataset | wB97M-V/def2-TZVPD
Tc 0.0452 -0.3400 0.0012
O -3.4491 1.7657 0.0013
C -2.2510 1.3956 0.0012
O -1.8583 0.1617 0.0018
C -1.1559 2.3880 0.0002
C -1.2070 3.7608 -0.0003
C 0.0142 4.4619 -0.0011
C 1.2301 3.7820 -0.0014
C 1.1826 2.3964 -0.0008
N 0.0280 1.7296 0.0000
C 2.3664 1.4338 -0.0010
O 3.4943 1.7300 -0.0019
O 1.8100 0.1266 0.0001
H -4.1533 1.0781 0.0019
H -2.1565 4.2830 0.0000
H 0.0100 5.5449 -0.0015
H 2.1798 4.3048 -0.0021
C 0.0584 -4.8977 -0.0012
C 0.0456 -3.4774 0.0032
N 0.0369 -2.3198 0.0022
H 0.8555 -5.2770 0.6494
H 0.2374 -5.2845 -1.0118
H -0.8966 -5.2999 0.3542
```



Below is the ion C3H10NO with charge +1, with properties calculated with wB97M-V/def2-TZVPD.

Summary:
Frontier orbital gap, eV: 12.273
Molar mass, g mol⁻¹: 76.12
Electronic energy, eV: -6802.4595
SMILES string: C[NH+](C)CO
HOMO, eV: -15.5
Net charge: +1

Geometry as XYZ:
```
15
C3H10NO | the OMol25 dataset | wB97M-V/def2-TZVPD
C -0.2891 -1.2692 0.8422
N -0.3821 -0.1934 -0.2121
C -0.8451 1.2038 0.5388
C 0.8754 0.1189 -0.9048
O 1.8339 0.1308 0.1175
H 0.0521 -0.9771 1.8680
H -1.3065 -1.7374 1.0028
H 0.5128 -2.0223 0.5416
H -1.1654 -0.4496 -0.8045
H -0.9274 1.0396 1.6058
H -0.0239 1.8266 0.2153
H -1.7582 1.6021 -0.0290
H 1.1505 -0.7385 -1.7899
H 0.7242 0.9576 -1.5934
H 2.7195 0.4381 -0.1576
```



Below is the molecule C3H10N, with properties calculated with wB97M-V/def2-TZVPD.

Summary:
Frontier orbital gap (spin up / spin down), eV: 4.568 / 13.450
Molar mass, g mol⁻¹: 60.12
Electronic energy, eV: -4759.8395
HOMO (spin up / spin down), eV: -3.4 / -12.6
Spin multiplicity: 2
Net charge: 0

Geometry as XYZ:
```
14
C3H10N | the OMol25 dataset | wB97M-V/def2-TZVPD
C -1.7590 0.7323 0.2346
C -0.6229 -0.2483 0.3719
N 0.6519 0.2682 -0.1963
C 1.7169 -0.7414 -0.3804
H -2.0915 0.7687 -0.8057
H -2.5904 0.3613 0.8347
H -1.5151 1.7423 0.5577
H -0.4279 -0.6094 1.3780
H -0.8813 -1.1627 -0.1541
H 1.0310 0.9685 0.5469
H 0.4818 0.8015 -1.0731
H 2.1534 -0.9672 0.5852
H 2.4899 -0.2852 -1.0100
H 1.3632 -1.6285 -0.8895
```



Below is a structure of composition C20H34BiF5N4O3S2Si2Te, with properties calculated with wB97M-V/def2-TZVPD.

Summary:
Frontier orbital gap (spin up / spin down), eV: 4.433 / 6.915
Molar mass, g mol⁻¹: 930.39
Electronic energy, eV: -97543.5999
HOMO (spin up / spin down), eV: -2.2 / -4.7
Spin multiplicity: 2
Net charge: -1

Geometry as XYZ:
```
72
C20H34BiF5N4O3S2Si2Te | the OMol25 dataset | wB97M-V/def2-TZVPD
Bi -0.2719 -0.3190 -0.0186
O -0.2614 -2.5651 -0.5332
N 0.6452 -3.3647 0.1393
C 1.2402 -4.3611 -0.6161
C 2.4218 -4.9242 -0.2507
C 3.1143 -4.4538 0.8841
C 2.5464 -3.3761 1.5810
C 1.3421 -2.8223 1.2283
S 0.5880 -1.5206 2.1366
H 0.6646 -4.6754 -1.4720
H 2.8104 -5.7349 -0.8537
H 4.0653 -4.8707 1.1806
H 3.0473 -2.9466 2.4386
O -1.4814 0.6591 -2.3889
C -1.0682 1.8022 -2.0816
O -0.6121 2.1381 -0.9640
H -1.1709 2.6030 -2.8463
C -3.8870 -1.5953 4.1603
C -3.6914 -0.1050 4.4204
C -2.6321 0.4787 3.5352
N -2.5015 0.1804 2.2973
N -1.4590 0.7995 1.6782
C -0.6845 1.5719 2.4846
N 0.4079 2.1222 2.0978
S -1.4220 1.6002 4.1100
H -4.6760 -1.9990 4.7967
H -2.9632 -2.1411 4.3541
H -4.1561 -1.7728 3.1193
H -3.4097 0.0654 5.4617
H -4.6321 0.4342 4.2706
H 1.2674 2.7384 0.0713
H 0.8799 2.6030 2.8546
C -1.0458 -3.6813 -3.6765
Si -2.6770 -3.7043 -2.7623
C -4.0124 -4.1941 -4.0014
C -2.7435 -4.9445 -1.3594
C -3.1298 -1.9638 -2.1968
Te -3.0212 -1.4638 -0.1333
C -4.1416 0.3296 -0.4179
Si -5.9828 0.1207 -0.1937
C -6.6584 -1.1662 -1.3834
C -6.8360 1.7623 -0.5143
C -6.3157 -0.4259 1.5714
H -0.7530 -4.6860 -3.9921
H -0.2571 -3.2595 -3.0557
H -1.1427 -3.0657 -4.5748
H -3.8139 -5.1821 -4.4236
H -4.0589 -3.4812 -4.8278
H -4.9974 -4.2241 -3.5291
H -2.4923 -5.9474 -1.7148
H -3.7556 -4.9870 -0.9459
H -2.0558 -4.6819 -0.5569
H -4.1842 -1.8022 -2.4400
H -2.5510 -1.1959 -2.7151
H -3.8363 0.6869 -1.4030
H -3.7438 1.0275 0.3227
H -6.4817 -0.8895 -2.4248
H -7.7372 -1.2759 -1.2458
H -6.2050 -2.1452 -1.2107
H -6.6511 2.1100 -1.5326
H -6.4681 2.5298 0.1699
H -7.9163 1.6779 -0.3761
H -6.2445 -1.5101 1.6781
H -7.3114 -0.1201 1.9008
H -5.5840 0.0196 2.2485
F 2.3885 4.2411 -0.6870
C 2.2519 2.9287 -0.3591
F 2.4386 2.1940 -1.4834
C 3.3734 2.5716 0.6210
F 3.2597 3.2966 1.7448
F 4.5862 2.8231 0.0978
F 3.3217 1.2783 0.9417
```



Below is the ion C5H13N2 with charge +1, with properties calculated with wB97M-V/def2-TZVPD.

Summary:
Frontier orbital gap, eV: 9.650
Molar mass, g mol⁻¹: 101.17
Electronic energy, eV: -8369.4707
SMILES string: C=C(N)C[C@@H](C)[NH3+]
HOMO, eV: -12.9
Net charge: +1

Geometry as XYZ:
```
20
C5H13N2 | the OMol25 dataset | wB97M-V/def2-TZVPD
C -1.4045 1.3324 -1.0704
C -1.1039 0.6365 0.0203
N -0.7364 1.2597 1.2432
C -0.8036 -0.8319 0.0311
C 0.6962 -1.1594 -0.1347
C 1.3284 -0.5602 -1.3820
N 1.4479 -0.6227 1.0773
H -1.5499 0.9626 -2.0762
H -1.7021 2.3672 -1.0018
H -1.3433 1.0209 2.0231
H -0.6489 2.2672 1.2416
H -1.0947 -1.1901 1.0271
H -1.3352 -1.3794 -0.7387
H 0.8067 -2.2334 -0.1914
H 1.4042 0.5299 -1.3654
H 2.3269 -0.9770 -1.5587
H 0.6861 -0.8347 -2.2204
H 0.7789 -0.0354 1.6103
H 2.2181 -0.0009 0.8373
H 1.7780 -1.3054 1.7683
```